DFT (ωB97M-V with the def2-TZVPD basis set) results for the molecule C3H8OS at a distorted geometry.

```
13
Properties=species:S:1:pos:R:3:forces:R:3:lowdin_charge:R:1
H 1.702108 -0.028813 0.101432 0.08 0.76 0.41 0.0454
H -0.230053 1.387667 -0.347681 -0.31 -0.82 0.28 0.1205
H -1.453640 0.101691 -0.343411 0.96 -0.33 0.50 0.1250
H 0.086902 -0.577741 -2.283233 -0.60 0.41 -0.67 -0.2059
H 0.135619 0.930339 2.275303 1.00 -0.47 -0.25 0.1133
H -1.077793 2.539573 2.301705 -1.82 -2.25 -2.14 0.1556
C -0.700809 0.718408 1.636344 -1.10 -0.82 -1.36 -0.3077
C -0.482889 0.397641 0.125147 1.34 1.81 -0.08 -0.2418
O -1.544347 1.829478 1.682140 0.81 3.56 2.43 -0.1131
C 0.746663 -0.499446 -0.024102 -0.39 -1.24 -1.72 -0.4862
H -1.259717 -0.130940 2.022167 0.14 -0.28 0.49 0.1119
S 1.024268 -1.328672 -1.768519 -0.14 0.34 1.87 0.6331
H 0.685257 -1.298483 0.688563 0.02 -0.67 0.23 0.0500
```
Forces are in eV/Å.

* multiplicity: 1
* largest force on an atom: 4.387 eV/Å
* energy above the lowest of the compared OMol25 structures with the same formula, charge and spin: 0.9200 eV
* E_HOMO: -9.06 eV
* SMILES string: OCCCS
* total charge: 0
* gap between HOMO and LUMO: 0.359 Eh